1.
Computed, not measured: a structure of composition H3O5 in a non-equilibrium geometry, with ωB97M-V with the def2-TZVPD basis set.

XYZ file:
```
8
H3O5 ωB97M-V with the def2-TZVPD basis set
O -1.818 0.025 0.082
O 0.436 1.400 0.310
O 1.486 -0.909 -0.012
O -0.827 -0.805 0.122
O 0.479 -0.211 -0.410
H -2.266 0.038 -0.801
H 1.171 1.860 -0.125
H 1.338 -1.399 0.835
```

E_tot: -10265.4161 eV
LUMO (alpha / beta): -8.456 / -8.059 eV
Energy relative to the best compared isomer or geometry (same formula, charge and spin): 153.1 kJ/mol
Total charge: +1
Highest occupied orbital energy (alpha / beta): -17.91 / -17.80 eV
HOMO-LUMO gap (alpha / beta): 9.45 / 9.74 eV

Results of the Löwdin charge analysis, in e, for atoms 1 through 6: atom 1 (O): 0.1362, atom 2 (O): 0.1612, atom 3 (O): 0.1743, atom 4 (O): 0.0614, atom 5 (O): -0.0395, atom 6 (H): 0.1898



2.
Computed, not measured: a structure of composition C18H28ClIN3OP2Pr in a non-equilibrium geometry, with ωB97M-V with the def2-TZVPD basis set.

XYZ file:
```
55
C18H28ClIN3OP2Pr ωB97M-V with the def2-TZVPD basis set
C -2.279 1.619 -3.448
C -1.166 2.258 -2.675
H -2.636 0.711 -2.939
H -1.927 1.291 -4.432
H -3.132 2.288 -3.496
O -0.576 1.638 -1.785
I 1.884 2.249 -2.747
Pr 0.421 -0.731 1.013
P -0.671 1.742 2.076
C -1.828 1.723 3.489
C 0.653 2.867 2.654
H 0.206 3.814 2.979
H -1.918 3.730 1.473
H 1.366 3.060 1.843
H -0.883 3.171 0.104
H -1.431 1.088 4.290
H 1.185 2.402 3.493
C -1.544 2.855 0.921
H -1.961 2.749 3.858
H -2.396 2.324 0.478
H -2.795 1.318 3.164
P 1.152 -2.137 -1.327
C 0.947 -3.941 -1.439
C 0.400 -1.557 -2.884
H 3.103 -0.833 -1.930
H 3.167 -2.511 -2.602
H 3.534 -2.223 -0.864
C 2.926 -1.899 -1.721
H 0.771 -0.546 -3.107
H 0.651 -2.266 -3.685
H 1.530 -4.312 -2.292
H -0.116 -4.176 -1.575
H -0.688 -1.506 -2.754
H 1.293 -4.415 -0.511
Cl -1.003 3.956 -2.986
N 1.180 -10.200 6.551
C 0.958 -9.124 6.140
C 0.687 -7.805 5.629
C 0.518 -7.617 4.247
C 0.278 -6.332 3.743
C 0.189 -5.247 4.623
C 0.329 -5.439 6.008
C 0.567 -6.724 6.514
N 0.037 -3.933 4.099
C 0.077 -2.733 4.835
C -0.070 -1.712 3.950
N -0.112 -2.254 2.645
C -0.102 -3.596 2.805
H 0.560 -8.483 3.579
H 0.173 -6.161 2.671
H 0.262 -4.597 6.688
H 0.646 -6.879 7.588
H 0.167 -2.724 5.914
H -0.217 -0.656 4.103
H -0.220 -4.279 1.983
```

E_tot: -78890.4215 eV
LUMO (alpha / beta): -8.401 / -7.796 eV
Total charge: +2
Spin multiplicity: 3
Highest occupied orbital energy (alpha / beta): -11.64 / -10.98 eV
HOMO-LUMO gap (alpha / beta): 3.24 / 3.18 eV

Results of the Löwdin charge analysis, in e, for atoms 1 through 6: atom 1 (C): -0.0724, atom 2 (C): -0.9890, atom 3 (H): 0.0819, atom 4 (H): 0.1033, atom 5 (H): 0.0797, atom 6 (O): -0.3390



3.
Computed, not measured: a cluster of 2 separate species, C13H14BF3O2 in total in a non-equilibrium geometry, with ωB97M-V with the def2-TZVPD basis set.

XYZ file:
```
33
C13H14BF3O2 ωB97M-V with the def2-TZVPD basis set
C -0.724 2.440 -2.114
O 0.126 1.322 -1.655
C 0.309 1.112 -0.382
C 1.379 0.285 0.064
C 1.681 0.193 1.449
C 2.685 -0.626 1.892
C 3.463 -1.362 0.990
C 4.499 -2.310 1.517
C 3.245 -1.197 -0.387
C 2.246 -0.380 -0.856
H -0.668 2.407 -3.207
H -1.753 2.287 -1.775
H -0.322 3.392 -1.748
H -0.278 1.680 0.368
H 1.100 0.801 2.147
H 2.872 -0.738 2.959
H 5.030 -2.824 0.707
H 5.232 -1.769 2.131
H 4.031 -3.067 2.163
H 3.874 -1.752 -1.089
H 2.094 -0.204 -1.926
F -3.833 2.383 -0.853
B -3.818 1.741 0.400
F -2.836 2.212 1.284
F -5.075 1.595 0.968
C -3.318 0.239 0.011
C -2.168 -0.408 0.445
O -2.071 -1.657 -0.130
C -3.219 -1.812 -0.897
C -3.998 -0.679 -0.857
H -1.422 -0.074 1.146
H -3.419 -2.734 -1.422
H -4.945 -0.494 -1.342
```

E_tot: -26633.4577 eV
LUMO: -2.388 eV
Energy relative to the best compared isomer or geometry (same formula, charge and spin): 3.9 kJ/mol
Highest occupied orbital energy: -7.70 eV
HOMO-LUMO gap: 5.31 eV

Results of the Löwdin charge analysis, in e, for atoms 1 through 6: atom 1 (C): 0.0513, atom 2 (O): -0.0204, atom 3 (C): -0.0002, atom 4 (C): -0.1687, atom 5 (C): 0.0078, atom 6 (C): -0.0253



4.
Computed, not measured: a cluster of 2 separate species, C4H15N2O2 in total in a non-equilibrium geometry, with ωB97M-V with the def2-TZVPD basis set.

XYZ file:
```
23
C4H15N2O2 ωB97M-V with the def2-TZVPD basis set
N 0.493 -0.869 0.392
C 0.800 0.311 -0.534
C -0.183 0.375 -1.676
O 0.195 -0.757 -2.499
C 0.779 1.615 0.144
N 0.104 1.602 1.453
C -1.465 1.899 1.444
H 0.593 -0.540 1.456
H 1.110 -1.664 0.186
H -0.541 -1.072 0.308
H 1.766 0.155 -0.945
H 0.001 1.174 -2.394
H -1.230 0.432 -1.426
H -0.442 -0.825 -3.345
H 1.839 2.055 0.238
H 0.160 2.315 -0.549
H 0.500 2.270 2.069
H -1.904 1.476 0.550
H -1.450 2.977 1.357
H -1.990 1.518 2.346
H 0.109 -4.137 0.799
H -0.609 -3.617 1.997
O -0.404 -3.349 1.020
```

E_tot: -11461.3262 eV
LUMO (alpha / beta): 0.703 / 0.479 eV
Energy relative to the best compared isomer or geometry (same formula, charge and spin): 297.4 kJ/mol
Spin multiplicity: 2
Highest occupied orbital energy (alpha / beta): -2.75 / -9.48 eV
HOMO-LUMO gap (alpha / beta): 3.45 / 9.96 eV

Results of the Löwdin charge analysis, in e, for atoms 1 through 6: atom 1 (N): 0.1209, atom 2 (C): -0.3730, atom 3 (C): -0.2656, atom 4 (O): -0.1480, atom 5 (C): -0.2470, atom 6 (N): -0.1287



5.
Computed, not measured: a cluster of 2 separate species, C4H14OSi2 in total in a non-equilibrium geometry, with ωB97M-V with the def2-TZVPD basis set.

XYZ file:
```
21
C4H14OSi2 ωB97M-V with the def2-TZVPD basis set
C -2.748 -0.846 -0.887
C 0.869 0.013 -1.616
C 1.726 -0.884 1.225
C 1.633 2.300 0.490
O -2.767 0.094 0.226
Si -1.518 0.384 1.173
Si 0.755 0.495 0.241
H -3.824 -1.059 -1.066
H -2.159 -1.665 -0.544
H -2.373 -0.534 -1.890
H 0.874 0.679 -2.397
H 1.960 -0.381 -1.633
H 0.177 -0.892 -1.688
H 2.754 -1.121 0.986
H 1.386 -0.926 2.268
H 1.167 -1.783 0.815
H 2.563 2.278 1.028
H 1.848 2.832 -0.449
H 0.939 2.960 0.914
H -0.905 -2.303 0.492
H -2.355 0.361 2.313
```

E_tot: -22173.5718 eV
LUMO (alpha / beta): -0.629 / -0.629 eV
Energy relative to the best compared isomer or geometry (same formula, charge and spin): 617.6 kJ/mol
Highest occupied orbital energy (alpha / beta): -7.33 / -7.33 eV
HOMO-LUMO gap (alpha / beta): 6.70 / 6.70 eV

Results of the Löwdin charge analysis, in e, for atoms 1 through 6: atom 1 (C): -0.1826, atom 2 (C): -0.2128, atom 3 (C): -0.2649, atom 4 (C): -0.2141, atom 5 (O): -0.4527, atom 6 (Si): 0.7163



6.
Computed, not measured: a cluster of 5 separate species, C24H54F6N4O3P in total in a non-equilibrium geometry, with ωB97M-V with the def2-TZVPD basis set.

XYZ file:
```
92
C24H54F6N4O3P ωB97M-V with the def2-TZVPD basis set
N -0.393 -0.590 1.830
O -0.087 -0.596 0.673
O -1.532 -0.466 2.196
O 0.432 -0.739 2.715
C -0.982 0.460 -2.806
C -2.098 1.358 -2.362
C -2.500 1.194 -0.902
N -3.763 1.963 -0.465
C -4.987 1.208 -1.013
C -3.713 3.472 -0.890
C -4.624 4.266 0.041
C -4.448 3.570 1.384
C -3.793 2.162 1.062
H -0.034 0.584 -2.284
H -0.845 0.663 -3.868
H -1.180 -0.600 -2.651
H -2.935 1.267 -3.054
H -1.593 2.320 -2.451
H -1.683 1.579 -0.293
H -2.684 0.136 -0.714
H -4.868 0.198 -0.620
H -4.967 1.261 -2.102
H -5.924 1.605 -0.622
H -3.861 3.544 -1.968
H -2.694 3.857 -0.837
H -5.614 4.128 -0.394
H -4.558 5.348 0.156
H -5.361 3.248 1.886
H -3.910 4.141 2.141
H -4.415 1.333 1.399
H -2.744 2.085 1.349
C 1.366 2.493 -0.248
C 2.398 2.991 0.737
C 2.991 1.625 1.261
N 3.948 1.723 2.497
C 3.051 2.132 3.681
C 4.570 0.384 2.795
C 5.775 0.383 1.818
C 6.114 1.905 1.508
C 5.031 2.762 2.195
H 1.232 3.252 -1.020
H 0.378 2.364 0.192
H 1.487 1.505 -0.693
H 1.912 3.592 1.507
H 3.211 3.477 0.198
H 3.542 1.134 0.459
H 2.140 1.008 1.550
H 2.128 1.552 3.708
H 2.818 3.156 3.387
H 3.712 2.069 4.544
H 4.946 0.451 3.816
H 3.854 -0.437 2.742
H 6.584 -0.093 2.372
H 5.436 -0.265 1.010
H 7.102 2.152 1.895
H 6.208 2.003 0.426
H 5.316 3.008 3.219
H 4.690 3.635 1.638
C 1.307 -2.413 -5.331
C 0.926 -3.196 -4.127
C 1.705 -2.817 -2.867
N 1.376 -3.599 -1.548
C 2.291 -2.972 -0.454
C 1.689 -5.203 -1.676
C 0.454 -5.832 -1.055
C -0.751 -4.895 -1.459
C -0.164 -3.525 -1.207
H 2.378 -2.284 -5.481
H 1.099 -1.345 -5.265
H 0.860 -2.847 -6.226
H 1.166 -4.243 -4.312
H -0.154 -3.078 -4.047
H 1.616 -1.750 -2.663
H 2.766 -3.066 -2.902
H 1.996 -1.960 -0.176
H 3.322 -2.931 -0.807
H 2.382 -3.656 0.390
H 2.678 -5.349 -1.240
H 1.720 -5.512 -2.720
H 0.524 -5.907 0.030
H 0.189 -6.779 -1.525
H -1.601 -5.174 -0.835
H -1.011 -5.023 -2.510
H -0.189 -3.405 -0.124
H -0.671 -2.677 -1.667
P -5.375 -0.366 4.027
F -6.053 0.298 2.722
F -4.105 -0.770 3.069
F -4.555 1.055 4.415
F -4.591 -1.004 5.320
F -6.646 0.049 4.980
F -6.159 -1.746 3.538
```

E_tot: -63452.7594 eV
LUMO: -2.547 eV
Energy relative to the best compared isomer or geometry (same formula, charge and spin): 9.5 kJ/mol
Total charge: +1
Highest occupied orbital energy: -9.79 eV
HOMO-LUMO gap: 7.24 eV

Results of the Löwdin charge analysis, in e, for atoms 1 through 6: atom 1 (N): -0.7123, atom 2 (O): -0.0776, atom 3 (O): 0.0106, atom 4 (O): -0.0575, atom 5 (C): -0.1039, atom 6 (C): -0.2381



7.
Computed, not measured: the ion CH3ClN3S with charge +1 in a non-equilibrium geometry, with ωB97M-V with the def2-TZVPD basis set.

XYZ file:
```
9
CH3ClN3S ωB97M-V with the def2-TZVPD basis set
C -0.623 0.791 -0.947
N 1.221 -2.139 -0.154
N 0.184 -0.229 -0.832
N 0.941 -0.994 -0.292
S -2.047 0.826 0.047
Cl -2.465 -1.133 -0.199
H -0.327 1.480 -1.750
H 1.972 -2.261 0.440
H -1.450 0.984 1.336
```

E_tot: -28900.6971 eV
LUMO: -6.166 eV
Energy relative to the best compared isomer or geometry (same formula, charge and spin): 220.4 kJ/mol
Total charge: +1
Highest occupied orbital energy: -13.68 eV
HOMO-LUMO gap: 7.51 eV

Results of the Löwdin charge analysis, in e, for atoms 1 through 6: atom 1 (C): -0.4850, atom 2 (N): 0.1972, atom 3 (N): -0.0187, atom 4 (N): -0.0482, atom 5 (S): 0.7554, atom 6 (Cl): 0.3721



8.
Computed, not measured: a cluster of 2 separate species, C4H8NO3 in total in a non-equilibrium geometry, with ωB97M-V with the def2-TZVPD basis set.

XYZ file:
```
16
C4H8NO3 ωB97M-V with the def2-TZVPD basis set
C 2.027 -0.170 1.028
C 1.167 0.847 1.886
O -0.045 0.750 1.835
O 1.915 1.512 2.650
H 1.812 -1.045 1.654
H 3.059 0.016 0.768
H 1.436 -0.241 0.113
C -1.032 0.704 -1.739
C -1.505 -0.646 -1.290
O -1.823 -1.533 -2.065
N -1.635 -0.882 0.057
H -1.935 -1.833 0.205
H -0.970 -0.473 0.714
H -1.398 1.677 -1.439
H -1.138 0.609 -2.823
H 0.065 0.707 -1.555
```

E_tot: -11908.5152 eV
LUMO (alpha / beta): 0.448 / -3.789 eV
Energy relative to the best compared isomer or geometry (same formula, charge and spin): 43.9 kJ/mol
Spin multiplicity: 2
Highest occupied orbital energy (alpha / beta): -9.59 / -9.59 eV
HOMO-LUMO gap (alpha / beta): 10.04 / 5.80 eV

Results of the Löwdin charge analysis, in e, for atoms 1 through 6: atom 1 (C): 0.0669, atom 2 (C): -0.6135, atom 3 (O): 0.0643, atom 4 (O): 0.2688, atom 5 (H): 0.1064, atom 6 (H): 0.0841